C2H4NP | the ωB97M-V functional and the def2-TZVPD basis

The geometry in ORCA input format:
```
! RIJCOSX wB97M-V def2-TZVPD def2/J DEFGRID3
* xyz 0 1
C -0.232 0.519 0.379
C -0.465 -0.728 -0.347
N -0.729 1.051 1.365
P 0.521 0.872 -1.258
H 0.143 -1.613 -0.032
H -1.531 -1.022 -0.655
H -0.321 1.809 1.842
H 1.910 0.520 -0.788
*
```

Calculated values
Calculated total energy ... -12914.8360 eV
Structure (SMILES) ... [H]/N=C1/CP1
Kohn-Sham gap ... 9.36 eV
Energy relative to the best compared isomer or geometry (same formula, charge and spin) ... 39.04 kcal/mol
HOMO energy ... -8.7948 eV

Charges per atom according to Löwdin partitioning, unit e: number 1, C, carries -0.8038; number 2, C, carries -0.2570; number 3, N, carries 0.1067; number 4, P, carries 0.8511; number 5, H, carries 0.0684; number 6, H, carries 0.0880; number 7, H, carries 0.0344; number 8, H, carries -0.0877

=====

C2H4NP | the ωB97M-V functional and the def2-TZVPD basis

The geometry in ORCA input format:
```
! RIJCOSX wB97M-V def2-TZVPD def2/J DEFGRID3
* xyz 0 1
C 0.668 -1.349 -0.470
C -0.649 0.864 0.360
N 1.392 -0.327 -0.820
P -0.322 -0.069 -1.243
H 0.762 -2.265 0.119
H -1.163 1.872 0.267
H 0.418 1.135 0.701
H -1.106 0.138 1.086
*
```

Calculated values
Calculated total energy ... -12915.5029 eV
Structure (SMILES) ... CP1=CN=1
Kohn-Sham gap ... 10.31 eV
Energy relative to the best compared isomer or geometry (same formula, charge and spin) ... 23.67 kcal/mol
HOMO energy ... -9.3638 eV

Charges per atom according to Löwdin partitioning, unit e: number 1, C, carries -0.3994; number 2, C, carries -0.3688; number 3, N, carries -0.1868; number 4, P, carries 0.7839; number 5, H, carries 0.0701; number 6, H, carries 0.0303; number 7, H, carries 0.0410; number 8, H, carries 0.0298